No. 1
C37H52CsN9O5P2 | ωB97M-V/def2-TZVPD

XYZ file:
```
106
Properties=species:S:1:pos:R:3:mulliken_charge:R:1
Cs 0.600 0.068 -0.359 1.657
P 2.450 0.809 -3.327 -1.249
P 0.397 2.676 -2.815 -0.174
O 2.024 0.032 1.682 -0.210
O -0.334 1.751 -1.935 -0.651
O 1.646 -2.098 -0.002 -0.238
O 1.404 1.922 -3.856 0.398
O 2.517 0.707 -1.853 -0.900
N 1.303 3.761 -1.972 0.568
N -1.742 -1.031 2.042 0.217
N -1.247 2.835 1.517 -0.596
N -1.243 3.275 3.969 0.276
N -3.375 -1.678 0.057 -0.063
N 1.895 -0.559 -4.032 1.242
N 3.839 1.400 -3.983 0.697
N -2.160 -1.357 -2.305 0.139
N -0.529 3.493 -3.905 0.531
C 2.630 -2.611 0.606 0.086
C -2.261 -0.898 -4.654 -0.997
C 4.898 -3.829 1.882 -0.904
C 2.974 -0.614 2.136 0.911
C -1.226 -0.610 4.336 -0.937
C 4.475 -2.582 2.254 -0.707
C -2.362 2.790 4.794 -0.892
C 3.766 0.030 3.265 -1.790
C 1.610 3.539 -0.550 -0.273
C 4.180 -4.505 0.866 -0.327
C -3.344 -1.537 3.730 -0.736
C -1.857 2.408 6.176 0.063
C -5.171 -2.908 -0.900 -0.875
C 2.056 -1.867 -3.374 -0.988
C 2.323 4.514 -2.694 -0.900
C 1.732 -0.616 -5.479 -1.098
C -2.935 -1.499 2.403 0.560
C 3.918 1.948 -5.331 -0.811
C 3.098 -3.932 0.261 -0.782
C -0.792 4.711 5.885 -0.756
C -3.594 -1.274 -4.676 -0.637
C 3.362 -1.938 1.660 0.401
C -4.937 -2.772 1.477 -0.793
C -4.199 -1.683 -3.497 -0.736
C 5.093 0.814 -3.505 -1.052
C -0.909 -0.602 2.985 -0.110
C -0.109 3.926 -5.226 -0.917
C -3.798 -2.000 1.273 0.642
C -0.283 4.243 4.532 -0.589
C -3.445 -1.711 -2.331 0.465
C -1.590 4.312 -3.316 -1.116
C -1.243 3.043 2.658 0.294
C -1.594 -0.953 -3.437 -0.349
C -5.628 -3.229 0.367 -0.664
C -1.017 3.532 6.831 -0.785
C -2.472 -1.084 4.710 -0.488
C -4.032 -2.120 -1.007 0.671
H -5.248 -1.953 -3.484 0.294
H -0.504 -0.270 5.066 0.643
H -1.492 3.883 7.747 0.276
H -0.951 3.859 -5.920 0.371
H 5.021 -2.068 3.037 0.304
H -0.043 3.133 7.124 0.345
H 2.540 -4.450 -0.511 0.412
H 5.755 -4.288 2.357 0.373
H 2.977 -2.366 -3.693 0.266
H 0.697 3.769 4.642 0.251
H 0.057 -0.252 2.632 0.223
H -1.852 3.955 -2.320 0.329
H 0.691 3.296 -5.606 0.055
H 5.859 1.591 -3.455 0.353
H 0.807 2.968 -0.094 -0.378
H 3.317 0.998 3.472 0.299
H 2.069 -1.749 -2.292 0.274
H 2.965 2.377 -5.634 0.048
H 1.206 -2.503 -3.631 0.329
H -1.259 1.504 6.081 -0.239
H 1.466 0.359 -5.888 0.234
H 2.639 -0.975 -5.977 0.234
H -2.719 2.152 6.795 0.405
H 2.474 5.478 -2.204 0.358
H 0.919 -1.306 -5.716 0.369
H -3.139 3.556 4.865 0.426
H -4.165 -1.237 -5.597 0.410
H 2.556 3.004 -0.420 0.221
H -2.485 4.250 -3.937 0.378
H -0.170 5.081 3.845 0.434
H -1.282 5.361 -3.243 0.306
H 4.664 2.745 -5.355 0.343
H 0.235 4.968 -5.222 0.313
H -0.551 -0.653 -3.359 0.886
H -2.796 1.930 4.290 0.408
H -5.675 -3.289 -1.779 0.308
H 2.015 4.709 -3.722 0.195
H 4.493 -5.499 0.564 0.388
H -6.508 -3.848 0.491 0.420
H 3.745 -0.583 4.169 0.410
H 3.277 3.976 -2.717 0.254
H 4.965 0.401 -2.507 0.247
H 4.815 0.171 2.992 0.390
H 5.450 0.024 -4.175 0.307
H -4.321 -1.914 4.005 0.254
H -2.764 -1.113 5.753 0.436
H -0.068 5.408 6.308 0.395
H 1.667 4.506 -0.048 0.409
H -1.721 5.271 5.746 0.309
H -5.271 -3.034 2.472 0.257
H 4.213 1.191 -6.066 0.278
H -1.753 -0.553 -5.547 0.459
```

Results
E_HOMO (eV): -6.2
Spin multiplicity: 1
Orbital gap (Eh): 0.2382
LUMO (eV): 0.25
Maximum force (eV Å⁻¹): 3.708


No. 2
C37H52N12O2PPmS3 | ωB97M-V/def2-TZVPD

XYZ file:
```
108
Properties=species:S:1:pos:R:3:lowdin_spin:R:1
Pm 13.322 10.676 11.687 4.061
S 16.468 11.561 10.305 0.004
S 15.015 8.223 11.021 0.095
S 12.118 12.265 13.722 -0.003
P 10.086 11.183 9.281 0.000
O 14.972 11.359 9.945 -0.003
O 12.572 8.764 13.333 -0.002
N 11.224 13.671 8.550 0.000
N 12.785 14.873 13.575 0.003
N 8.681 11.310 11.735 0.000
N 12.344 6.525 12.890 0.002
N 10.529 10.103 11.882 -0.002
N 12.350 9.657 9.308 -0.004
N 14.484 13.360 13.201 0.039
N 12.236 12.675 10.237 -0.004
N 13.719 7.215 14.583 0.000
N 10.846 9.000 7.779 0.000
N 14.983 12.038 13.037 0.166
N 16.388 9.384 12.984 0.081
C 12.849 7.549 13.555 0.001
C 11.090 9.779 8.870 0.000
C 11.959 5.342 13.631 0.000
C 14.631 6.108 14.550 0.002
C 13.917 8.238 15.631 0.000
C 15.916 11.723 13.935 0.000
C 17.998 7.946 14.092 0.015
C 12.826 13.853 9.991 0.000
C 12.242 14.471 8.915 0.000
C 16.596 10.437 14.005 0.192
C 13.258 13.535 13.492 0.011
C 9.894 10.093 13.064 0.000
C 19.126 13.801 10.994 0.000
C 15.543 12.427 16.214 -0.001
C 11.667 6.763 11.598 0.001
C 11.260 12.558 9.360 0.000
C 18.196 8.889 15.108 0.176
C 12.922 8.644 8.555 0.001
C 16.783 13.299 10.029 0.001
C 15.372 9.447 12.061 0.049
C 11.987 8.286 7.610 0.000
C 17.089 13.681 14.900 -0.001
C 17.232 10.678 8.920 0.001
C 8.760 10.837 12.995 0.000
C 16.564 14.489 17.155 -0.001
C 9.835 10.916 11.097 0.000
C 15.782 13.334 17.295 0.000
C 16.814 11.899 6.672 0.000
C 16.183 12.682 15.034 -0.004
C 17.240 14.655 15.933 0.000
C 17.517 10.066 15.011 -0.012
C 10.277 13.958 7.443 0.000
C 17.625 13.747 11.250 0.000
C 7.627 12.230 11.275 0.000
C 9.637 8.784 7.040 0.000
C 17.196 8.228 13.068 0.114
C 16.601 10.729 7.565 0.000
H 10.887 14.035 6.553 0.000
H 19.525 12.781 10.984 0.000
H 14.164 5.175 14.910 0.000
H 12.228 7.510 11.093 0.001
H 15.538 10.526 7.660 0.000
H 16.400 11.642 5.721 0.000
H 17.067 9.876 7.011 0.000
H 17.650 13.780 13.977 0.000
H 10.647 7.259 11.712 0.000
H 18.309 11.017 8.966 0.000
H 9.550 13.150 7.332 0.000
H 17.350 13.013 12.017 0.000
H 17.271 14.712 11.574 0.000
H 17.900 12.113 6.584 0.000
H 17.270 9.628 9.325 0.001
H 7.187 11.936 10.312 0.000
H 14.966 8.570 15.494 0.000
H 9.731 14.875 7.678 0.000
H 16.962 7.529 12.298 0.008
H 13.920 8.279 8.770 0.002
H 13.598 14.212 10.649 0.000
H 17.921 15.442 15.840 0.000
H 16.216 12.737 7.048 0.000
H 13.775 7.875 16.616 0.000
H 16.695 15.147 18.011 0.000
H 13.422 15.615 13.386 0.000
H 17.549 10.796 15.860 -0.004
H 9.875 8.470 6.061 0.000
H 9.027 9.636 7.097 0.000
H 11.849 14.979 13.856 0.000
H 12.114 7.591 6.806 0.000
H 12.522 15.420 8.455 0.000
H 11.636 5.956 10.990 0.000
H 19.565 14.373 11.848 0.000
H 15.169 6.117 13.611 0.002
H 10.911 5.197 13.336 0.000
H 13.279 9.161 15.446 0.000
H 12.504 4.422 13.370 0.000
H 6.838 12.121 11.970 0.000
H 18.378 6.965 14.123 -0.003
H 9.097 7.997 7.467 0.000
H 19.384 14.315 10.138 0.000
H 8.006 13.285 11.130 0.000
H 15.834 13.772 9.994 0.000
H 17.395 13.299 9.212 0.000
H 12.195 5.485 14.642 0.000
H 18.760 8.628 16.020 0.009
H 14.939 11.606 16.409 0.000
H 15.360 13.192 18.242 0.000
H 10.328 9.499 13.852 0.000
H 15.379 6.407 15.279 0.000
H 7.966 11.205 13.670 0.000
```

Results
Net charge: +1
E_HOMO (alpha / beta) (eV): -8.5 / -9.4
Spin multiplicity: 6
Orbital gap (alpha / beta) (Eh): 0.2520 / 0.2335
LUMO (alpha / beta) (eV): -1.63 / -3.00
Maximum force (eV Å⁻¹): 4.510


No. 3
C37H52N2O13PS7Ti | ωB97M-V/def2-TZVPD

XYZ file:
```
113
Properties=species:S:1:pos:R:3:mulliken_charge:R:1
Ti -0.313 0.632 -0.658 -1.397
S 0.409 -1.051 3.064 1.741
S 1.319 1.191 -4.526 -0.121
S 1.001 -1.456 -5.835 -0.196
S -0.376 -3.981 -6.583 -0.295
S -1.565 0.240 -2.748 -0.662
S -1.377 -2.210 -4.408 0.009
S -1.871 1.488 1.337 2.049
P -0.467 -2.299 -0.088 -1.021
O 0.807 -2.925 0.661 1.032
O 4.867 -2.405 -1.184 -0.610
O -0.407 1.458 1.489 -0.713
O -0.471 -2.434 -1.551 -0.676
O -2.448 2.780 1.595 -0.864
O -0.095 2.285 -1.110 1.526
O 1.062 -0.100 -1.631 0.270
O -2.186 0.961 -0.019 -1.090
O 2.631 -1.573 -2.211 -0.860
O -0.441 -0.854 0.443 2.466
O -1.682 -3.062 0.613 0.061
O -0.650 -2.060 3.284 -0.698
O 5.968 -2.155 0.722 -0.672
N 2.879 0.436 1.781 -0.150
N 2.133 0.341 0.686 1.159
C -0.403 -0.371 5.633 -0.690
C 2.398 3.854 -0.709 -0.106
C -0.635 0.482 6.700 -0.697
C 1.233 5.562 -2.068 -0.880
C 2.118 -0.792 -1.420 0.506
C 0.201 -5.172 1.434 -1.249
C -3.169 3.395 -3.511 -1.445
C -1.172 4.175 -2.151 0.636
C -2.629 0.365 2.495 -0.893
C 1.191 -4.328 0.627 1.333
C -2.883 -4.419 -1.025 -1.510
C -2.556 3.554 -2.116 2.310
C 2.066 3.551 0.756 -1.300
C 3.979 -0.336 1.722 -1.239
C -3.824 -3.808 1.213 -1.960
C 2.757 -0.512 -0.103 -0.622
C 0.481 1.463 4.352 0.450
C 1.301 -4.818 -0.815 -1.409
C 0.409 -0.310 -4.655 0.616
C 0.164 0.116 4.465 -0.089
C -0.677 -0.671 -3.934 -0.193
C -3.586 -2.064 -0.569 -1.340
C 5.017 -1.895 0.021 0.134
C -0.254 -2.628 -5.655 0.125
C -2.979 -3.324 0.036 1.942
C 3.955 -0.974 0.503 1.006
C -0.314 1.829 6.593 -0.512
C 0.237 2.319 5.418 -1.153
C 2.561 -4.403 1.296 -1.521
C 1.163 4.313 -1.467 0.512
C 0.152 6.120 -2.723 -1.732
C -0.037 3.561 -1.561 -0.099
C 0.115 2.358 -5.236 -0.234
C 1.880 -1.784 3.935 -1.441
C -3.476 4.404 -1.230 -1.824
C 3.067 2.663 -1.397 -1.254
C -1.043 5.432 -2.727 -0.501
H 2.447 -1.015 4.454 0.460
H 0.843 1.859 3.413 0.034
H -1.073 0.099 7.612 0.406
H 2.975 3.267 1.294 0.488
H 2.498 -2.271 3.185 0.045
H -2.487 2.576 -1.655 -1.049
H 0.567 3.346 -5.157 0.317
H 1.341 2.747 0.822 0.036
H -2.458 0.764 3.492 0.377
H 0.340 -4.734 -1.318 0.242
H -4.855 -3.969 0.900 0.429
H 3.361 2.925 -2.414 0.428
H -3.085 4.440 -0.214 0.371
H 1.645 4.435 1.238 0.569
H 0.457 3.374 5.324 0.448
H -0.068 2.106 -6.278 0.445
H 0.236 7.091 -3.195 0.366
H -0.509 2.499 7.420 0.379
H 3.250 -3.695 0.838 0.187
H -2.496 -5.343 -0.592 0.325
H -3.548 -1.242 0.146 0.093
H -0.676 -1.419 5.680 0.424
H -3.418 -4.742 1.604 0.349
H -3.691 0.354 2.262 0.462
H -0.101 -4.614 2.321 0.086
H -3.572 5.421 -1.617 0.355
H 3.960 2.351 -0.850 0.441
H 4.709 -0.398 2.510 0.613
H -3.872 -4.621 -1.439 0.532
H -3.800 -3.068 2.014 0.300
H -4.209 3.076 -3.420 0.471
H -3.028 -1.763 -1.454 -0.084
H 2.163 6.115 -2.007 0.400
H -2.223 -4.099 -1.830 0.075
H -0.689 -5.392 0.850 0.152
H 2.969 -5.406 1.180 0.512
H -2.187 -0.622 2.387 0.032
H -4.622 -2.251 -0.851 0.686
H 2.013 -4.201 -1.366 0.193
H 2.555 1.015 2.538 -0.080
H -1.911 5.894 -3.182 0.389
H 2.478 -4.182 2.360 0.282
H -3.140 4.332 -4.069 0.238
H -0.795 2.316 -4.648 -0.429
H 4.013 -2.127 -1.632 0.377
H 0.670 -6.111 1.732 0.519
H 1.495 -2.517 4.641 0.530
H 1.631 -5.857 -0.832 0.464
H -4.470 3.954 -1.192 0.458
H 3.107 4.688 -0.722 0.831
H 2.371 1.834 -1.451 -0.122
H -2.647 2.628 -4.080 0.182
```

Results
Net charge: -1
ΔE to the lowest compared entry with this formula, charge and spin (kcal per mole): 25.1
E_HOMO (eV): -5.1
Spin multiplicity: 1
Orbital gap (Eh): 0.2570
LUMO (eV): 1.91
Maximum force (eV Å⁻¹): 2.819


| no. | total energy (eV) |
| --- | --- |
| 1 | -81990.82461 |
| 2 | -119532.99508 |
| 3 | -177073.55690 |